[1]
# H23O11

A 11-piece molecular cluster, H23O11 overall at a distorted geometry (ωB97M-V with the def2-TZVPD basis set, OMol25).

Summary:
Energy above the lowest of the compared OMol25 structures with the same formula, charge and spin = 443.89 kJ/mol
HOMO level = -13.60 eV
Maximum force = 2.400 eV Å⁻¹

```
! RIJCOSX wB97M-V def2-TZVPD def2/J DEFGRID3
* xyz 1 1
O -1.868 1.192 -3.492
H -2.405 1.028 -4.276
H -1.128 1.743 -3.778
O 2.832 1.090 3.177
H 3.688 1.198 2.763
H -1.083 0.601 -2.187
O -1.141 3.560 -0.745
H -1.118 1.759 2.048
H -1.518 -3.554 2.791
O -2.643 -1.621 -1.985
H -3.210 -2.255 -2.419
H 1.010 -0.931 3.957
O 2.787 -2.872 0.520
H 3.256 -3.591 0.125
H -1.984 -2.154 -1.520
O 1.295 0.611 0.126
H 0.966 1.086 0.944
H -1.888 3.458 -1.340
O 0.344 0.722 -4.337
H -1.336 4.458 -0.434
O 0.803 -1.822 4.313
H 1.762 -1.923 4.372
H 2.390 1.926 3.286
O -0.373 0.750 -1.472
H 0.961 1.242 -3.833
H 0.563 0.304 -1.337
O -0.352 1.169 1.962
H -0.703 1.189 -0.666
H -0.594 0.485 2.564
O -1.913 -3.505 1.925
H -2.633 -2.900 1.866
H 1.894 -0.119 0.310
H 3.273 -2.150 0.913
H 0.068 -0.170 -4.143
*
```

These are the Löwdin partial charges, in e, on atoms 1 to 5: -0.06 0.10 0.05 -0.04 0.04

[2]
# C4H10OS

One molecule with the formula C4H10OS at a distorted geometry (ωB97M-V with the def2-TZVPD basis set, OMol25).

Summary:
Energy above the lowest of the compared OMol25 structures with the same formula, charge and spin = 120.75 kJ/mol
Structure (SMILES) = OCCCCS
HOMO level = -9.08 eV
Maximum force = 3.440 eV Å⁻¹

```
! RIJCOSX wB97M-V def2-TZVPD def2/J DEFGRID3
* xyz 0 1
O 3.027 -0.251 -2.126
C 1.661 0.176 -1.694
C 1.110 -0.479 -0.352
C -0.274 -0.090 -0.098
C -0.815 -0.324 1.350
S -2.413 0.373 1.553
H 3.210 0.378 -2.837
H 0.988 -0.248 -2.438
H 1.626 1.380 -1.733
H 1.103 -1.560 -0.490
H 1.812 -0.282 0.403
H -0.422 1.018 -0.158
H -0.979 -0.707 -0.780
H -0.093 0.137 2.129
H -0.733 -1.361 1.681
H -2.212 1.590 1.156
*
```

These are the Löwdin partial charges, in e, on atoms 1 to 5: -0.11 -0.21 -0.23 -0.32 -0.64

[3]
# C5H3NS2

C5H3NS2 as an isolated structure at a distorted geometry (ωB97M-V with the def2-TZVPD basis set, OMol25).

Summary:
Energy above the lowest of the compared OMol25 structures with the same formula, charge and spin = 154.12 kJ/mol
HOMO level = -8.86 eV
Maximum force = 5.755 eV Å⁻¹

```
! RIJCOSX wB97M-V def2-TZVPD def2/J DEFGRID3
* xyz 0 1
C -1.483 -0.547 -0.192
C -1.948 -1.260 0.847
C -0.672 -1.216 1.553
C 0.506 -0.607 1.158
C -0.346 0.152 -0.685
N 0.728 0.093 0.096
S 1.653 1.879 -2.403
S -0.214 1.074 -2.183
H -0.675 -1.990 2.298
H 1.338 -0.715 1.819
H 1.112 3.136 -2.308
*
```

These are the Löwdin partial charges, in e, on atoms 1 to 5: 0.07 0.05 -0.14 -0.20 -0.68

[4]
# C5H9NO7

A 3-piece molecular cluster, C5H9NO7 overall at a distorted geometry (ωB97M-V with the def2-TZVPD basis set, OMol25).

Summary:
Energy above the lowest of the compared OMol25 structures with the same formula, charge and spin = 874.54 kJ/mol
HOMO level (spin up / spin down) = -9.46 / -9.25 eV
Maximum force = 3.895 eV Å⁻¹

```
! RIJCOSX wB97M-V def2-TZVPD def2/J DEFGRID3
* xyz 0 1
C -1.363 -2.486 0.404
C -1.248 -1.206 -0.378
C 0.297 -0.890 -0.766
O 1.038 -0.560 0.258
O 1.869 1.569 0.057
O 1.081 2.291 0.667
N 5.707 0.618 -0.231
O 6.724 1.191 0.153
O 5.633 -0.334 -1.001
O -1.788 -0.170 0.448
C -1.838 1.068 -0.119
O -1.553 1.290 -1.284
C -2.250 2.131 0.860
H -1.030 -3.337 -0.192
H -0.734 -2.449 1.305
H -2.412 -2.645 0.691
H -1.809 -1.267 -1.328
H 0.618 -1.861 -1.192
H 0.150 -0.182 -1.611
H -2.201 1.767 1.886
H -1.618 3.016 0.747
H -3.274 2.447 0.626
*
```

These are the Löwdin partial charges, in e, on atoms 1 to 5: -0.04 -0.32 -0.30 0.00 0.05

[5]
# C24H57FN8O11S

C24H57FN8O11S as an isolated structure at a distorted geometry (ωB97M-V with the def2-TZVPD basis set, OMol25).

Summary:
Energy above the lowest of the compared OMol25 structures with the same formula, charge and spin = 283.25 kJ/mol
HOMO level = -8.66 eV
Maximum force = 11.824 eV Å⁻¹

```
! RIJCOSX wB97M-V def2-TZVPD def2/J DEFGRID3
* xyz 0 1
O 0.997 0.790 -3.841
S 0.609 -0.258 -2.928
O 1.286 -0.020 -1.518
O -0.963 0.197 -2.326
F -1.616 0.934 -3.339
H 1.161 0.898 -1.166
C -3.194 3.645 1.489
O -4.080 4.117 2.184
N -3.082 2.343 1.178
C -2.009 1.834 0.346
C -4.074 1.417 1.695
H -2.399 4.266 1.046
H -2.403 1.354 -0.549
H -1.414 1.103 0.898
H -1.359 2.654 0.047
H -5.073 1.689 1.354
H -4.080 1.424 2.785
H -3.833 0.416 1.344
C 3.311 -3.524 -2.005
O 2.742 -2.616 -2.593
N 3.322 -3.526 -0.658
C 4.059 -4.449 0.170
C 2.483 -2.479 -0.108
H 3.859 -4.345 -2.493
H 3.382 -5.013 0.814
H 4.771 -3.920 0.805
H 4.607 -5.141 -0.469
H 1.462 -2.654 -0.452
H 2.805 -1.514 -0.501
H 2.485 -2.458 0.976
C 1.875 -3.985 3.943
O 1.799 -3.541 2.808
N 1.827 -5.289 4.261
C 1.919 -5.746 5.633
C 1.668 -6.269 3.200
H 1.981 -3.330 4.823
H 2.781 -6.402 5.768
H 1.019 -6.293 5.921
H 2.029 -4.888 6.293
H 2.498 -6.217 2.495
H 0.745 -6.095 2.648
H 1.642 -7.262 3.644
C -6.822 2.962 6.812
O -6.182 2.106 7.399
N -6.479 3.493 5.625
C -7.276 4.517 4.975
C -5.266 3.023 4.978
H -7.758 3.384 7.219
H -7.629 4.172 4.002
H -6.686 5.419 4.820
H -8.136 4.754 5.599
H -5.333 1.949 4.794
H -4.403 3.194 5.624
H -5.124 3.549 4.038
C 4.676 -1.425 -7.681
O 4.568 -1.613 -8.881
N 3.813 -0.707 -6.943
C 3.979 -0.513 -5.517
C 2.667 -0.104 -7.606
H 5.509 -1.841 -7.089
H 3.119 -0.902 -4.977
H 4.071 0.551 -5.290
H 4.877 -1.027 -5.179
H 2.049 -0.868 -8.077
H 2.992 0.585 -8.385
H 2.080 0.432 -6.864
C 3.121 -4.987 -12.306
O 2.311 -4.085 -12.392
N 3.914 -5.209 -11.238
C 4.849 -6.308 -11.198
C 3.821 -4.309 -10.095
H 3.276 -5.723 -13.115
H 4.627 -6.984 -10.369
H 5.874 -5.949 -11.080
H 4.785 -6.871 -12.128
H 2.809 -4.328 -9.690
H 4.051 -3.284 -10.379
H 4.526 -4.634 -9.333
C -5.223 7.389 5.711
O -6.075 7.867 4.988
N -4.976 7.802 6.971
C -3.953 7.193 7.793
C -5.772 8.892 7.506
H -4.570 6.557 5.393
H -4.383 6.760 8.698
H -3.197 7.925 8.085
H -3.467 6.399 7.229
H -6.831 8.632 7.509
H -5.654 9.790 6.900
H -5.447 9.097 8.524
C 1.051 0.794 0.382
O 1.012 1.648 -0.497
N 1.514 0.956 1.635
C 1.498 -0.197 2.515
C 2.019 2.247 2.066
H 0.707 -0.237 0.201
H 0.890 -0.047 3.409
H 2.514 -0.453 2.819
H 1.084 -1.015 1.932
H 1.244 3.010 1.991
H 2.857 2.561 1.444
H 2.346 2.166 3.100
*
```

These are the Löwdin partial charges, in e, on atoms 1 to 5: -0.40 0.94 -0.36 -0.29 -0.11

[6]
# C24H19AuN2O5PS

C24H19AuN2O5PS as an isolated structure (ωB97M-V with the def2-TZVPD basis set, OMol25).

Summary:
HOMO level (spin up / spin down) = -11.44 / -12.32 eV
Maximum force = 0.604 eV Å⁻¹

```
! RIJCOSX wB97M-V def2-TZVPD def2/J DEFGRID3
* xyz 1 3
Au 0.345 0.135 0.436
O 4.492 1.123 0.172
S 3.090 1.351 0.081
O 2.437 1.193 -1.204
O 2.315 0.545 1.125
C 2.719 3.005 0.583
C 3.704 3.824 1.095
C 3.377 5.113 1.500
C 2.072 5.566 1.403
C 1.078 4.733 0.905
C 1.399 3.446 0.480
P 0.084 2.396 -0.174
C -1.425 2.898 0.663
C -2.590 3.182 -0.045
C -3.755 3.493 0.641
C -3.762 3.516 2.027
C -2.602 3.224 2.738
C -1.438 2.912 2.061
C -0.135 2.608 -1.937
C -0.219 3.904 -2.446
C -0.429 4.095 -3.801
C -0.555 2.998 -4.643
C -0.463 1.709 -4.137
C -0.249 1.511 -2.783
H 4.716 3.449 1.166
H 4.147 5.761 1.897
H 1.818 6.568 1.720
H 0.058 5.090 0.856
H -2.592 3.164 -1.127
H -4.657 3.721 0.089
H -4.671 3.762 2.560
H -2.608 3.241 3.819
H -0.535 2.688 2.619
H -0.113 4.762 -1.792
H -0.488 5.098 -4.200
H -0.714 3.150 -5.703
H -0.544 0.858 -4.799
H -0.137 0.507 -2.393
O -1.965 -0.433 0.257
N -2.406 -1.551 0.201
N -1.379 -2.536 0.211
O -0.187 -2.204 0.315
C -1.784 -3.885 0.101
C -3.142 -4.210 0.079
C -3.488 -5.544 -0.029
C -2.505 -6.523 -0.115
C -1.158 -6.178 -0.090
C -0.784 -4.853 0.020
H -3.903 -3.450 0.151
H -4.533 -5.821 -0.045
H -2.791 -7.563 -0.199
H -0.400 -6.945 -0.157
H 0.255 -4.563 0.041
*
```

These are the Löwdin partial charges, in e, on atoms 1 to 5: 0.96 -0.25 0.49 -0.35 -0.44

[7]
# C48H54N11O5P2RbS

C48H54N11O5P2RbS as an isolated structure (ωB97M-V with the def2-TZVPD basis set, OMol25).

Summary:
HOMO level = -0.54 eV
Maximum force = 0.586 eV Å⁻¹

```
! RIJCOSX wB97M-V def2-TZVPD def2/J DEFGRID3
* xyz -2 1
Rb 0.547 0.647 -1.866
N 1.693 -4.315 -3.680
C 1.970 -2.961 -3.449
S 2.906 -2.607 -2.035
N 1.446 -2.180 -4.338
N 1.812 -0.849 -4.294
C 1.024 -0.077 -4.941
C -0.222 -0.503 -5.617
C -0.351 -0.275 -6.982
C -1.465 -0.710 -7.685
C -2.464 -1.387 -7.001
C -2.365 -1.598 -5.633
C -1.262 -1.134 -4.922
O -1.183 -1.249 -3.566
H 1.679 -4.866 -2.838
H 0.900 -4.436 -4.295
H 1.333 0.964 -5.033
H 0.447 0.251 -7.495
H -1.555 -0.511 -8.746
H -3.344 -1.740 -7.527
H -3.161 -2.090 -5.094
C -2.641 5.266 -1.462
O -1.272 5.461 -1.081
C -0.664 4.350 -0.641
O -1.224 3.285 -0.489
N 0.620 4.623 -0.257
N 1.510 3.555 -0.015
H -3.010 6.256 -1.716
H -3.208 4.845 -0.632
H -2.707 4.602 -2.321
H 1.047 5.409 -0.718
H 1.007 2.881 0.553
H 1.716 3.076 -0.899
C -4.701 -1.315 -3.147
C -3.481 -1.550 -2.612
C -2.340 -0.610 -2.781
C -2.750 0.682 -3.387
C -4.016 0.836 -3.965
C -4.997 -0.124 -3.879
N -1.763 1.650 -3.383
N -1.999 2.752 -3.939
C -0.898 3.691 -3.946
C -1.225 4.849 -4.659
C -0.328 5.905 -4.764
C 0.912 5.786 -4.151
C 1.207 4.607 -3.455
C 0.348 3.504 -3.301
H -5.488 -2.054 -3.006
H -3.293 -2.452 -2.037
H -1.854 -0.460 -1.811
H -4.200 1.774 -4.477
H -5.975 0.023 -4.320
H -2.205 4.912 -5.127
H -0.596 6.800 -5.317
H 1.637 6.595 -4.218
H 2.200 4.568 -2.993
C -2.070 -5.299 12.052
O -1.644 -5.946 10.869
C -1.489 -5.178 9.754
C -1.628 -3.794 9.729
C -1.443 -3.108 8.534
C -1.120 -3.775 7.364
C -0.979 -5.160 7.409
C -1.162 -5.859 8.586
C -0.946 -3.001 6.120
N -0.986 -1.696 6.038
C -0.794 -1.417 4.698
C -0.639 -2.570 3.982
N -0.734 -3.586 4.904
C -0.439 -2.612 2.563
C -0.239 -3.786 1.822
C -0.048 -3.696 0.471
C -0.074 -2.424 -0.121
N -0.250 -1.313 0.562
C -0.428 -1.385 1.890
C -0.563 -0.122 2.647
N -0.513 1.024 1.952
C -0.653 2.164 2.594
C -0.821 2.245 3.984
C -0.868 1.084 4.709
C -0.745 -0.140 4.039
H -2.195 -6.079 12.798
H -3.023 -4.785 11.902
H -1.325 -4.581 12.404
H -1.881 -3.240 10.620
H -1.551 -2.032 8.498
H -0.718 -5.717 6.517
H -1.055 -6.935 8.621
H -0.696 -4.569 4.710
H -0.220 -4.750 2.320
H 0.136 -4.566 -0.142
H 0.078 -2.331 -1.189
H -0.653 3.060 1.981
H -0.920 3.212 4.458
H -1.008 1.082 5.783
C 4.222 1.554 -4.096
P 3.706 1.743 -2.347
C 4.651 3.277 -1.927
C 4.833 0.508 -1.553
C 4.833 0.654 -0.021
P 3.124 0.583 0.713
C 3.444 1.364 2.355
C 3.123 -1.164 1.298
H 3.718 2.312 -4.699
H 3.895 0.569 -4.434
H 5.306 1.651 -4.212
H 5.725 3.139 -2.089
H 4.471 3.566 -0.890
H 4.296 4.092 -2.559
H 5.847 0.628 -1.952
H 4.468 -0.481 -1.844
H 5.259 1.623 0.257
H 5.447 -0.119 0.451
H 4.284 0.892 2.874
H 2.549 1.273 2.974
H 3.648 2.427 2.217
H 4.013 -1.374 1.900
H 3.091 -1.835 0.440
H 2.234 -1.351 1.904
O -2.910 1.054 0.079
H -2.629 1.843 -0.406
H -2.091 0.796 0.522
*
```

These are the Löwdin partial charges, in e, on atoms 1 to 5: 0.55 0.01 -0.94 0.48 -0.03

[8]
# C25H34N4O3S

One molecule with the formula C25H34N4O3S (ωB97M-V with the def2-TZVPD basis set, OMol25).

Summary:
Energy above the lowest of the compared OMol25 structures with the same formula, charge and spin = 66.13 kJ/mol
Structure (SMILES) = CCCCNC(=S)N(C)/N=C/c1ccc(OCC(=O)Nc2c(C)cc(C)cc2C)c(OC)c1
HOMO level = -7.93 eV
Maximum force = 0.998 eV Å⁻¹

```
! RIJCOSX wB97M-V def2-TZVPD def2/J DEFGRID3
* xyz 0 1
C 4.058 2.637 -0.828
C 5.259 3.545 -0.588
C 6.543 2.796 -0.237
C 6.451 1.944 1.037
N 5.911 0.630 0.803
C 6.656 -0.420 0.425
S 8.309 -0.385 0.393
N 5.943 -1.551 0.088
C 6.615 -2.791 -0.229
N 4.609 -1.431 0.083
C 3.828 -2.414 -0.163
C 2.393 -2.246 -0.170
C 1.575 -3.357 -0.345
C 0.196 -3.230 -0.345
C -0.389 -1.988 -0.176
O -1.726 -1.736 -0.158
C -2.639 -2.790 -0.347
C -4.076 -2.240 -0.329
O -5.005 -2.929 -0.689
N -4.143 -0.977 0.126
C -5.283 -0.141 0.166
C -6.436 -0.518 0.855
C -6.511 -1.814 1.596
C -7.516 0.355 0.858
C -7.466 1.585 0.221
C -8.656 2.497 0.223
C -6.295 1.949 -0.430
C -5.200 1.102 -0.468
C -3.945 1.499 -1.187
C 0.429 -0.846 -0.005
O -0.250 0.328 0.148
C 0.498 1.510 0.293
C 1.800 -0.986 -0.003
H 3.236 3.210 -1.253
H 3.710 2.202 0.106
H 4.312 1.837 -1.520
H 5.446 4.130 -1.491
H 5.022 4.249 0.214
H 6.833 2.144 -1.064
H 7.341 3.527 -0.102
H 5.832 2.444 1.786
H 7.455 1.802 1.444
H 4.913 0.504 0.694
H 6.358 -3.561 0.501
H 7.686 -2.604 -0.196
H 6.335 -3.125 -1.230
H 4.182 -3.424 -0.370
H 2.015 -4.334 -0.477
H -0.416 -4.107 -0.479
H -2.553 -3.541 0.451
H -2.483 -3.292 -1.311
H -3.250 -0.510 0.239
H -6.557 -2.644 0.891
H -5.622 -1.954 2.211
H -7.391 -1.842 2.233
H -8.416 0.068 1.382
H -9.305 2.262 -0.622
H -8.350 3.537 0.132
H -9.236 2.377 1.135
H -6.238 2.908 -0.924
H -3.105 1.579 -0.495
H -4.076 2.460 -1.678
H -3.684 0.757 -1.941
H 1.131 1.693 -0.580
H -0.232 2.313 0.384
H 1.118 1.484 1.195
H 2.449 -0.136 0.119
*
```

These are the Löwdin partial charges, in e, on atoms 1 to 5: -0.12 -0.26 -0.20 -0.23 -0.01

E_tot readings, ordered: -841.1131 -631.7787 -1043.2758 -776.9578 -2712.1678 -2286.5112 -3945.0046 -1815.9675 Eh